(1)
{"formula": "C33H35AsIrN4SSb2Se4", "method": "ωB97M-V/def2-TZVPD", "spin_multiplicity": 1, "total_charge": -1, "homo_ev": -4.21, "e_tot_ev": -389727.0402, "gap_ev": 5.9, "lumo_energy_ev": 1.71, "e_above_lowest_kcal_mol": 0.0, "max_force_ha_per_bohr": 0.0264, "species": ["Ir", "N", "C", "N", "C", "N", "S", "C", "N", "C", "C", "C", "C", "C", "C", "H", "H", "H", "H", "H", "C", "C", "C", "C", "C", "C", "As", "C", "C", "C", "C", "C", "C", "C", "C", "C", "C", "C", "C", "H", "H", "H", "H", "H", "H", "H", "H", "H", "H", "H", "H", "H", "H", "H", "C", "C", "Sb", "C", "C", "C", "C", "H", "H", "H", "H", "H", "H", "H", "H", "H", "H", "H", "H", "H", "H", "H", "Se", "Sb", "Se", "Se", "Se"], "xyz": [[-1.603465, 0.672913, -0.185736], [-4.742308, 0.324878, 4.963941], [-4.547472, 1.016160, 4.053201], [-4.364494, 1.862296, 3.057668], [-3.480704, 1.617600, 2.168340], [-2.657421, 1.534109, 1.344028], [0.776728, 4.336030, 1.335956], [0.020098, 2.801802, 1.271130], [-0.295127, 2.362068, 0.097069], [0.047677, 3.291510, -0.887972], [-0.170457, 3.158658, -2.259136], [0.227262, 4.180169, -3.091080], [0.851629, 5.325214, -2.583909], [1.080505, 5.467345, -1.231842], [0.671834, 4.436358, -0.390093], [-0.176839, 2.239243, 2.168180], [-0.684320, 2.295759, -2.665291], [0.018513, 4.101493, -4.149895], [1.135748, 6.122667, -3.257970], [1.546094, 6.358956, -0.833695], [-0.011932, -1.381538, -6.104408], [1.220153, -1.367146, -5.455642], [1.287672, -1.052797, -4.110230], [0.121772, -0.740798, -3.410200], [-1.104406, -0.774163, -4.051186], [-1.168238, -1.089978, -5.404386], [0.137355, -0.401224, -1.505250], [0.589209, -2.206333, -0.937697], [1.892879, -2.683048, -1.033083], [2.178056, -4.003939, -0.719954], [1.162639, -4.857943, -0.311788], [-0.138430, -4.386113, -0.218223], [-0.424910, -3.063665, -0.527854], [1.837600, 0.506075, -1.235044], [2.384684, 1.328959, -2.212443], [3.510808, 2.093539, -1.937269], [4.098548, 2.039369, -0.683145], [3.565263, 1.209419, 0.294522], [2.439081, 0.449246, 0.019650], [-0.061393, -1.619640, -7.159772], [2.125620, -1.602113, -6.001389], [2.248607, -1.050279, -3.608853], [-2.015519, -0.540782, -3.516497], [-2.132124, -1.086129, -5.896104], [2.694063, -2.027637, -1.353420], [3.196229, -4.365281, -0.794111], [1.387022, -5.886463, -0.059042], [-0.937379, -5.044781, 0.098837], [-1.444957, -2.701892, -0.441329], [1.927802, 1.388428, -3.191298], [3.916592, 2.741734, -2.703688], [4.968942, 2.645047, -0.464091], [4.021174, 1.160215, 1.275604], [2.017191, -0.185018, 0.791605], [1.703614, -2.813400, 2.445785], [1.088986, -1.758528, 3.355109], [-0.543165, -0.695334, 2.401311], [-1.966937, -2.292678, 2.618836], [-2.283945, -2.690470, 4.054291], [-1.162469, 0.491446, 4.102254], [-0.305396, 0.341655, 5.352444], [2.526385, -3.338396, 2.938374], [2.095967, -2.380986, 1.524386], [0.968306, -3.563609, 2.149882], [1.836739, -1.021450, 3.655806], [0.698460, -2.211040, 4.266667], [-1.552704, -3.132644, 2.054793], [-2.861486, -1.972504, 2.084118], [-1.388007, -2.961074, 4.619299], [-2.949331, -3.557318, 4.073211], [-2.794382, -1.890142, 4.591690], [-2.188897, 0.205588, 4.318426], [-1.197597, 1.533469, 3.784160], [-0.311875, -0.683740, 5.724062], [-0.687089, 0.979004, 6.153201], [0.736463, 0.620135, 5.177133], [-3.223359, 1.884815, -4.089575], [-3.336562, 1.956324, -1.682809], [-3.429276, -0.940613, -0.571610], [-5.179296, 0.689263, -0.554243], [-3.436297, 4.253667, -0.902718]], "forces_ev_per_a": [[0.6, 0.2, 0.7], [0.0, 0.0, 0.0], [0.0, 0.0, 0.1], [0.1, 0.0, -0.1], [0.0, 0.2, -0.1], [-0.1, -0.4, 0.0], [0.0, -0.1, -0.1], [0.1, 0.0, 0.0], [-0.2, 0.1, -0.1], [0.2, 0.0, -0.2], [0.0, 0.1, 0.1], [0.0, 0.0, 0.0], [0.0, 0.0, 0.0], [0.0, 0.0, 0.0], [0.0, -0.1, 0.0], [-0.1, 0.0, 0.0], [0.0, 0.0, 0.0], [0.0, 0.0, 0.0], [0.0, 0.0, 0.0], [0.0, 0.0, 0.0], [0.0, 0.0, 0.0], [0.0, 0.0, 0.0], [0.0, 0.0, 0.0], [0.0, 0.0, 0.0], [0.0, -0.1, 0.0], [0.0, 0.0, 0.0], [-0.3, 0.0, -0.2], [0.0, 0.0, 0.1], [0.0, -0.1, -0.1], [0.0, 0.0, 0.0], [0.0, 0.0, 0.0], [0.0, 0.0, 0.0], [0.0, 0.0, 0.0], [0.0, 0.0, 0.0], [0.0, 0.0, 0.0], [0.0, 0.0, 0.0], [0.0, 0.0, 0.0], [0.0, 0.0, 0.0], [0.0, 0.0, 0.0], [0.0, 0.0, 0.0], [0.0, 0.0, 0.0], [0.0, 0.0, 0.0], [0.0, 0.0, 0.0], [0.0, 0.0, 0.0], [0.0, 0.0, 0.0], [0.0, 0.0, 0.0], [0.0, 0.0, 0.0], [0.0, 0.0, 0.0], [0.0, 0.0, 0.0], [0.0, 0.0, 0.0], [0.0, 0.0, 0.0], [0.0, 0.0, 0.0], [0.0, 0.0, 0.0], [0.0, 0.0, 0.0], [0.0, 0.0, 0.0], [0.1, 0.1, -0.1], [-0.4, -0.1, -0.2], [0.0, 0.0, 0.0], [0.0, 0.0, 0.0], [0.2, 0.0, 0.0], [0.0, 0.0, 0.0], [0.0, 0.0, 0.0], [0.0, 0.0, 0.1], [0.0, 0.0, 0.0], [0.0, 0.0, 0.0], [0.0, 0.0, 0.0], [0.0, 0.0, 0.0], [0.0, 0.0, 0.0], [0.0, 0.0, 0.0], [0.0, 0.0, 0.0], [0.0, 0.0, 0.0], [-0.1, 0.0, 0.0], [0.0, 0.0, 0.0], [0.0, 0.0, 0.0], [0.0, 0.0, 0.0], [0.0, 0.0, 0.0], [-0.1, -0.3, 0.0], [0.2, 1.3, -0.2], [0.0, -0.4, 0.1], [-0.2, -0.5, -0.1], [0.1, -0.2, 0.1]]}

***

(2)
{"formula": "C22H25N3O4", "method": "ωB97M-V/def2-TZVPD", "spin_multiplicity": 1, "total_charge": 0, "homo_ev": -8.63, "e_tot_ev": -35879.3501, "gap_ev": 8.9, "lumo_energy_ev": 0.25, "smiles": "CC[C@H](O)C1CCN(C(=O)c2cc(COc3ccc4ncccc4c3)on2)CC1", "e_above_lowest_kcal_mol": 66.4, "max_force_ha_per_bohr": 0.0230, "species": ["C", "H", "H", "H", "C", "H", "H", "C", "C", "C", "H", "H", "C", "N", "C", "O", "C", "N", "O", "C", "C", "H", "C", "O", "C", "C", "C", "C", "C", "C", "N", "C", "C", "C", "H", "H", "H", "H", "H", "H", "H", "H", "C", "C", "H", "H", "H", "H", "H", "H", "H", "O", "H", "H"], "xyz": [[-4.149565, -1.714212, 1.463828], [-4.700367, -2.126425, 0.623109], [-3.629771, -2.522606, 1.971098], [-4.856435, -1.262048, 2.156476], [-3.147183, -0.681049, 0.964480], [-2.413349, -1.180098, 0.333284], [-2.633549, -0.228576, 1.812463], [-3.833790, 0.407532, 0.137720], [-2.933689, 1.617391, -0.197260], [-1.651843, 1.199132, -0.921082], [-1.902422, 0.633591, -1.819049], [-1.049993, 0.560431, -0.271971], [-0.837500, 2.442638, -1.281063], [-0.528405, 3.176344, -0.075338], [0.638770, 3.127322, 0.600294], [0.805240, 3.656213, 1.684640], [1.744020, 2.337778, -0.014377], [2.177472, 2.444927, -1.244237], [3.171960, 1.540069, -1.404761], [3.348670, 0.868280, -0.255693], [2.474389, 1.339668, 0.680967], [2.349498, 1.031291, 1.696361], [4.324716, -0.263251, -0.221998], [3.920704, -1.281476, 0.660586], [2.703968, -1.876550, 0.467787], [1.872167, -1.670737, -0.603977], [0.623454, -2.321411, -0.665188], [-0.287488, -2.127716, -1.724895], [-1.487133, -2.786017, -1.704425], [-1.766446, -3.642038, -0.623267], [-0.950188, -3.845802, 0.372713], [0.233577, -3.204762, 0.377535], [1.122338, -3.413915, 1.455456], [2.319372, -2.765939, 1.498837], [3.009007, -2.905407, 2.316398], [0.820325, -4.091857, 2.237626], [-2.707185, -4.174960, -0.579772], [-2.216668, -2.653687, -2.487590], [-0.025341, -1.459122, -2.534015], [2.136563, -1.018017, -1.422379], [5.291897, 0.075861, 0.164067], [4.470245, -0.643751, -1.242777], [-1.709686, 3.654307, 0.614090], [-2.581531, 2.464643, 1.027085], [-3.489541, 2.827383, 1.511332], [-2.026255, 1.865595, 1.749945], [-1.382772, 4.215664, 1.490577], [-2.262169, 4.320058, -0.056230], [0.080604, 2.184154, -1.804856], [-1.424866, 3.100339, -1.931001], [-3.510304, 2.254129, -0.885092], [-4.283917, -0.208462, -1.055002], [-4.788709, 0.431789, -1.567741], [-4.701969, 0.782399, 0.707515]], "forces_ev_per_a": [[0.2, 0.1, -0.1], [-0.1, -0.1, 0.0], [0.0, -0.1, 0.1], [-0.1, 0.0, 0.1], [-0.4, 0.1, -0.2], [0.2, 0.1, 0.0], [0.1, 0.0, 0.0], [0.3, 0.4, 0.4], [0.0, -0.5, 0.2], [-0.2, 0.3, -0.2], [0.0, -0.1, 0.0], [0.1, -0.1, 0.0], [0.1, -0.6, -0.3], [-0.1, 0.2, 0.0], [-0.2, 0.3, -0.2], [0.2, -0.2, 0.2], [0.8, -0.6, -0.1], [-0.8, 0.9, -0.1], [0.5, -0.6, 0.1], [-0.6, 0.3, 0.9], [0.5, -0.1, -0.6], [0.0, -0.1, 0.2], [0.2, 0.2, -0.3], [-0.2, -0.1, 0.2], [-0.3, -0.1, -0.3], [0.5, 0.1, 0.1], [-0.2, -0.3, 0.3], [-0.2, -0.1, 0.0], [0.3, 0.2, -0.1], [-0.1, -0.1, 0.0], [-0.3, -0.3, 0.3], [0.3, 0.5, -0.4], [0.2, 0.1, 0.0], [0.0, 0.0, 0.0], [0.1, 0.0, 0.1], [0.0, -0.1, 0.1], [-0.1, 0.0, -0.1], [-0.1, 0.0, -0.1], [0.0, 0.1, -0.1], [0.1, 0.1, 0.0], [-0.2, -0.1, -0.1], [0.0, 0.0, 0.1], [-0.1, 0.1, 0.5], [-0.1, 0.1, -0.3], [0.0, 0.0, 0.1], [0.0, 0.0, 0.1], [-0.1, 0.0, -0.2], [0.0, 0.0, 0.0], [-0.2, 0.1, 0.0], [0.1, 0.0, 0.0], [0.0, 0.0, 0.0], [-0.1, -0.2, -0.3], [0.0, 0.0, 0.1], [0.1, 0.0, 0.0]]}

***

(3)
{"formula": "C4H8O2", "method": "ωB97M-V/def2-TZVPD", "spin_multiplicity": 1, "total_charge": 0, "homo_ev": -9.49, "e_tot_ev": -8368.3071, "gap_ev": 9.1, "lumo_energy_ev": -0.37, "e_above_lowest_kcal_mol": 114.7, "max_force_ha_per_bohr": 0.1313, "species": ["C", "C", "C", "C", "H", "H", "H", "H", "H", "H", "H", "H", "O", "O"], "xyz": [[1.072760, -0.062501, -0.304876], [0.278127, -0.759698, 0.791572], [-0.887974, 0.372081, 0.631572], [-0.226124, 0.593963, -0.789902], [2.316031, -0.494625, -1.731715], [1.863744, 0.676072, -0.096528], [0.856102, -0.974046, 1.752784], [-0.034941, -1.761514, 0.502661], [-0.646737, 1.049673, 1.377684], [-2.910997, 0.793158, 1.457359], [-0.800220, -0.022637, -1.461322], [-0.153643, 1.552751, -1.235364], [1.500953, -0.978509, -1.329408], [-2.227083, 0.015831, 0.435483]], "forces_ev_per_a": [[-1.5, -0.7, -2.0], [0.5, -0.2, 1.8], [2.0, -2.4, -2.7], [-0.2, 0.5, 1.9], [-2.1, -1.7, 0.7], [-0.3, -0.5, 0.6], [-1.0, 0.8, -0.8], [-0.2, 0.2, -0.6], [-0.2, 1.8, 1.1], [2.5, -3.4, -4.2], [0.2, -0.6, -0.2], [-0.1, 1.2, -0.2], [3.3, 1.6, -0.6], [-2.8, 3.3, 5.2]]}